[1]
{"formula": "C34H63MnN7O2", "method": "ωB97M-V/def2-TZVPD", "e_lumo_ev": [-4.692, -7.606], "homo_ev": [-12.7208, -12.4360], "multiplicity": 7, "charge": 1, "symbols": ["Mn", "C", "C", "C", "O", "H", "H", "H", "H", "H", "H", "H", "C", "C", "C", "O", "H", "H", "H", "H", "H", "H", "H", "C", "C", "C", "C", "N", "H", "H", "H", "H", "H", "H", "H", "C", "C", "C", "C", "N", "H", "H", "H", "H", "H", "H", "H", "C", "C", "C", "C", "N", "H", "H", "H", "H", "H", "H", "H", "C", "C", "C", "C", "N", "H", "H", "H", "H", "H", "H", "H", "C", "C", "C", "C", "N", "H", "H", "H", "H", "H", "H", "H", "C", "C", "C", "C", "N", "H", "H", "H", "H", "H", "H", "H", "C", "C", "C", "C", "N", "H", "H", "H", "H", "H", "H", "H"], "xyz": [[-1.2128, -3.5274, 1.4174], [-1.3804, 0.3810, 0.8099], [-1.1211, -0.5982, -0.3695], [0.1781, -0.1987, -1.0388], [-1.2543, -1.9977, -0.0442], [-1.5326, 1.3798, 0.4009], [-0.5645, 0.3863, 1.5327], [-2.2887, 0.1045, 1.3454], [-1.8815, -0.2873, -1.0860], [0.3820, -0.7834, -1.9358], [1.0662, -0.2974, -0.4147], [0.1300, 0.8198, -1.4241], [1.8164, -3.3571, 4.7912], [0.8803, -2.5307, 3.9358], [1.5623, -1.2492, 3.4979], [0.4029, -3.2815, 2.8186], [2.1345, -2.9284, 5.7415], [2.7121, -3.5586, 4.2037], [1.3156, -4.3047, 4.9897], [0.0635, -2.2347, 4.5941], [2.5243, -1.4263, 3.0171], [1.7946, -0.6051, 4.3460], [0.8972, -0.6613, 2.8653], [4.4308, 1.0022, -1.8812], [3.1104, 1.7005, -2.3468], [2.7611, 1.3908, -3.8246], [2.5142, -0.0396, -4.0751], [2.2800, -1.1543, -4.2715], [4.3250, -0.0778, -1.7789], [4.8169, 1.3459, -0.9216], [5.2904, 1.1810, -2.5272], [3.0610, 2.7749, -2.1695], [2.3201, 1.3401, -1.6884], [3.4453, 1.8366, -4.5465], [1.7909, 1.8809, -3.9067], [-2.3782, 1.9393, 5.3809], [-2.0111, 0.7604, 4.4931], [-3.1935, -0.1522, 4.0446], [-2.8900, -1.4052, 3.2848], [-2.6217, -2.3529, 2.6723], [-2.9275, 1.5147, 6.2212], [-3.0542, 2.6034, 4.8423], [-1.4607, 2.3953, 5.7529], [-1.2947, 0.1050, 4.9885], [-1.4927, 1.1653, 3.6240], [-3.9721, 0.4302, 3.5520], [-3.7080, -0.5052, 4.9384], [4.4752, -2.9616, 0.1939], [2.9820, -2.8906, 0.4229], [2.2955, -3.0467, -0.9044], [2.6115, -4.3011, -1.6425], [2.8538, -5.2623, -2.2267], [4.8127, -2.5367, -0.7514], [4.8861, -3.9703, 0.1521], [5.0159, -2.4073, 0.9610], [2.6929, -1.9952, 0.9730], [2.6189, -3.6397, 1.1265], [2.6171, -2.2349, -1.5569], [1.2245, -2.9966, -0.7083], [1.0510, 2.7781, 1.1177], [1.7365, 2.3176, 2.4215], [3.2023, 1.7802, 2.2436], [4.1158, 2.7004, 1.5739], [4.7989, 3.4267, 0.9728], [1.4062, 3.7376, 0.7418], [-0.0250, 2.8934, 1.2476], [1.2771, 2.0873, 0.3054], [1.0660, 1.5768, 2.8570], [1.6549, 3.2040, 3.0506], [3.3217, 0.7856, 1.8139], [3.5941, 1.6425, 3.2513], [-3.0346, 4.5076, 0.4582], [-3.8318, 4.0361, 1.6913], [-4.2161, 2.5437, 1.6695], [-4.7815, 2.1517, 0.3621], [-5.2192, 1.8354, -0.6556], [-2.4078, 5.3923, 0.5702], [-3.7242, 4.8162, -0.3276], [-2.3176, 3.7790, 0.0800], [-4.7034, 4.6635, 1.8783], [-3.2147, 4.2680, 2.5593], [-5.0658, 2.4830, 2.3495], [-3.4659, 1.8608, 2.0682], [0.3131, -3.7082, -4.9238], [-0.9092, -2.9809, -4.3789], [-1.3120, -3.5125, -2.9931], [-1.6794, -4.9525, -2.8217], [-2.0095, -6.0392, -2.6995], [0.6552, -3.3382, -5.8903], [0.1417, -4.7775, -5.0477], [1.1965, -3.5566, -4.3036], [-1.7491, -3.0481, -5.0704], [-0.6541, -1.9240, -4.3013], [-2.1168, -2.8810, -2.6170], [-0.5082, -3.3043, -2.2869], [-2.0922, 1.2589, -5.2033], [-1.4865, 1.5574, -3.8193], [-2.6279, 1.9495, -2.8772], [-3.2602, 3.2527, -3.0848], [-3.7917, 4.2276, -3.2902], [-1.3664, 0.7578, -5.8438], [-2.3927, 2.2076, -5.6481], [-2.9654, 0.6068, -5.1816], [-0.7253, 2.3370, -3.8504], [-1.0419, 0.6572, -3.3951], [-2.2624, 2.0545, -1.8557], [-3.4244, 1.2087, -2.8070]]}



[2]
{"formula": "C4H10N2O2", "method": "ωB97M-V/def2-TZVPD", "e_lumo_ev": 0.873, "de_lowest_kcal_mol": 73.8, "homo_ev": -7.5800, "smiles": "[H]/N=C(/C)O.N/C=C/O", "charge": 0, "symbols": ["C", "C", "C", "C", "N", "O", "O", "N", "H", "H", "H", "H", "H", "H", "H", "H", "H", "H"], "xyz": [[-1.2348, -0.6630, -0.0556], [-1.5776, 0.5327, -0.5939], [2.3285, -0.8465, -0.3308], [1.2828, -0.0064, 0.3406], [-2.1471, 1.5651, 0.1289], [-0.9338, -1.7179, -0.8970], [1.1177, 1.2199, -0.3391], [1.0461, -0.1791, 1.5763], [-0.3849, -2.3441, -0.4127], [0.6001, 1.8290, 0.2088], [-1.6092, -0.9416, 0.9259], [-1.3474, 0.7450, -1.6266], [-2.5125, 1.2943, 1.0332], [-2.7352, 2.1908, -0.4038], [0.3460, 0.4500, 1.9657], [2.5518, -1.7286, 0.2625], [1.9743, -1.1384, -1.3182], [3.2353, -0.2614, -0.4642]]}



[3]
{"formula": "C46H38CoN5OP2SSe2", "method": "ωB97M-V/def2-TZVPD", "e_lumo_ev": [-4.264, -4.316], "de_lowest_kcal_mol": 100.1, "homo_ev": [-9.6879, -9.7428], "multiplicity": 2, "charge": 1, "symbols": ["Co", "Se", "P", "C", "C", "C", "C", "C", "C", "C", "C", "C", "C", "C", "C", "C", "C", "N", "N", "N", "P", "Se", "C", "C", "C", "C", "C", "C", "C", "C", "C", "C", "C", "C", "H", "H", "H", "H", "H", "H", "H", "H", "H", "H", "H", "H", "H", "H", "H", "H", "H", "H", "H", "H", "C", "C", "N", "C", "C", "C", "C", "C", "C", "C", "C", "C", "N", "C", "H", "H", "H", "H", "H", "H", "H", "H", "C", "C", "C", "C", "C", "C", "C", "S", "C", "O", "H", "H", "H", "H", "H", "H", "H", "H", "H", "H"], "xyz": [[1.5145, -0.1213, -0.8302], [-3.9776, -0.2020, 3.1337], [-2.7094, -1.8399, 2.7287], [-3.5672, -3.3768, 2.2847], [-4.9521, -3.3530, 2.1744], [-5.6455, -4.5240, 1.9046], [-4.9564, -5.7166, 1.7528], [-3.5723, -5.7431, 1.8678], [-2.8715, -4.5794, 2.1356], [-1.7035, -2.2337, 4.1911], [-0.6854, -1.3549, 4.5478], [0.0441, -1.5684, 5.7049], [-0.2476, -2.6584, 6.5148], [-1.2712, -3.5269, 6.1691], [-2.0040, -3.3173, 5.0090], [-1.4739, -1.5408, 1.4326], [-0.8938, -0.4360, 0.7954], [0.1199, -0.9532, 0.0609], [0.1612, -2.2589, 0.2009], [-0.7875, -2.6292, 1.0177], [-1.1772, 1.3145, 0.5001], [0.6670, 2.2060, -0.1870], [-1.6965, 2.1884, 1.9825], [-2.9148, 2.8535, 2.0368], [-3.2581, 3.5441, 3.1875], [-2.3922, 3.5655, 4.2703], [-1.1619, 2.9243, 4.2014], [-0.8039, 2.2460, 3.0503], [-2.4741, 1.4080, -0.7613], [-2.3165, 2.2669, -1.8458], [-3.2905, 2.3176, -2.8307], [-4.4151, 1.5101, -2.7350], [-4.5758, 0.6610, -1.6480], [-3.6071, 0.6040, -0.6595], [-5.4815, -2.4175, 2.3077], [-6.7240, -4.5052, 1.8199], [-5.4974, -6.6320, 1.5500], [-3.0366, -6.6764, 1.7522], [-1.7967, -4.5992, 2.2215], [-0.4850, -0.4943, 3.9238], [0.8307, -0.8784, 5.9851], [0.3198, -2.8261, 7.4211], [-1.5061, -4.3689, 6.8069], [-2.8089, -3.9905, 4.7475], [-3.5913, 2.8183, 1.1930], [-4.2067, 4.0613, 3.2390], [-2.6724, 4.0933, 5.1723], [-0.4806, 2.9639, 5.0411], [0.1689, 1.7736, 2.9650], [-1.4353, 2.8923, -1.9087], [-3.1745, 2.9897, -3.6714], [-5.1708, 1.5445, -3.5093], [-5.4598, 0.0425, -1.5652], [-3.7416, -0.0456, 0.1974], [4.4099, 2.1641, -3.0666], [3.3639, 1.0732, -3.0507], [3.0587, 0.5887, -1.6896], [4.0733, 0.6972, -0.7832], [5.2714, 1.3958, -0.9659], [5.3457, 2.2523, -2.1254], [6.2886, 1.3436, 0.0079], [6.1330, 0.6515, 1.1748], [4.8888, 0.0440, 1.4564], [4.5873, -0.6116, 2.6636], [3.3140, -1.0788, 2.8786], [2.3425, -0.9057, 1.8914], [2.6103, -0.3566, 0.7173], [3.8630, 0.1136, 0.4924], [4.4310, 2.8164, -3.9240], [3.8194, 0.2289, -3.5954], [6.1351, 2.9924, -2.1748], [7.2084, 1.8786, -0.1946], [6.9291, 0.5981, 1.9057], [5.3617, -0.7265, 3.4119], [3.0396, -1.5718, 3.7999], [1.3290, -1.2252, 2.0920], [3.2962, 3.1607, -7.2056], [2.7895, 2.1357, -6.2279], [2.4037, 2.4749, -4.9698], [2.0725, 1.4505, -3.9232], [1.5630, 0.2243, -4.6102], [1.9834, -0.1365, -5.8549], [2.6912, 0.7797, -6.6433], [0.3922, -0.7847, -3.7594], [-1.1132, -0.0712, -4.4710], [0.3494, -0.2000, -2.3642], [2.9970, 4.1689, -6.9233], [2.9300, 2.9586, -8.2113], [4.3880, 3.1324, -7.2361], [2.3880, 3.5144, -4.6651], [1.3378, 1.8463, -3.2156], [1.7011, -1.1015, -6.2637], [3.0621, 0.4939, -7.6185], [-1.0702, 1.0109, -4.3667], [-1.9612, -0.4775, -3.9202], [-1.1589, -0.3638, -5.5189]]}



[4]
{"formula": "C27H30Cl3GeO5PRuS2", "method": "ωB97M-V/def2-TZVPD", "e_lumo_ev": [2.025, 2.182], "de_lowest_kcal_mol": 34.3, "homo_ev": [-4.0653, -4.8633], "multiplicity": 2, "charge": -1, "symbols": ["Ru", "C", "O", "C", "C", "C", "C", "C", "C", "O", "C", "O", "C", "H", "H", "H", "H", "H", "H", "H", "H", "H", "C", "C", "O", "P", "S", "S", "O", "C", "C", "H", "H", "H", "H", "H", "H", "H", "H", "H", "H", "C", "C", "C", "C", "C", "C", "C", "C", "C", "C", "C", "C", "C", "C", "H", "H", "H", "H", "H", "H", "H", "H", "H", "H", "H", "Cl", "Ge", "Cl", "Cl"], "xyz": [[0.0600, -0.8494, -0.4666], [4.1146, 3.1561, -4.2521], [4.7431, 3.1685, -2.9778], [4.2732, 2.2829, -2.0586], [4.8072, 2.4317, -0.7548], [4.3498, 1.6094, 0.2346], [3.3727, 0.6084, 0.0139], [2.8306, -0.1770, 1.1013], [3.3973, -0.0758, 2.5039], [1.8770, -0.9530, 0.9784], [2.8836, 0.4164, -1.3255], [2.0504, -0.4881, -1.6417], [3.3505, 1.3113, -2.3422], [4.5253, 3.9970, -4.8036], [3.0335, 3.2686, -4.1593], [4.3262, 2.2299, -4.7900], [5.5555, 3.1925, -0.5716], [4.7506, 1.7561, 1.2298], [4.3897, 0.3680, 2.5657], [3.4250, -1.0809, 2.9229], [2.7017, 0.5165, 3.1055], [2.9255, 1.1625, -3.3244], [-3.3934, -5.1972, 0.3929], [-3.3245, -3.8671, -0.3284], [-2.9574, -2.7801, 0.5532], [-1.5001, -2.6276, 1.1717], [-1.2922, -0.7221, 1.6801], [-0.0928, -3.3666, -0.0142], [-1.6479, -3.5347, 2.5000], [-0.5073, -3.7207, 3.3511], [-0.9134, -4.6748, 4.4481], [-3.7974, -5.9523, -0.2868], [-4.0362, -5.1306, 1.2729], [-2.4014, -5.5186, 0.7139], [-4.3003, -3.5793, -0.7131], [-2.6214, -3.8963, -1.1584], [-0.2061, -2.7527, 3.7555], [0.3235, -4.1165, 2.7664], [-1.7331, -4.2618, 5.0385], [-0.0623, -4.8572, 5.1098], [-1.2368, -5.6286, 4.0259], [-0.3596, 3.8761, 3.2576], [0.8878, 3.7492, 2.6610], [1.0250, 3.0118, 1.4922], [-0.0777, 2.3954, 0.9040], [-1.3261, 2.5247, 1.5109], [-1.4646, 3.2604, 2.6790], [0.1411, 1.6450, -0.3551], [-0.7982, 0.9761, -1.0574], [-2.1254, 1.1737, -1.5377], [-3.0059, 0.1084, -1.7852], [-4.2586, 0.3355, -2.3270], [-4.6732, 1.6286, -2.6301], [-3.8186, 2.7005, -2.3780], [-2.5627, 2.4792, -1.8448], [-0.4708, 4.4509, 4.1699], [1.7557, 4.2203, 3.1074], [1.9988, 2.8998, 1.0236], [-2.1857, 2.0359, 1.0688], [-2.4392, 3.3444, 3.1460], [1.1488, 1.7013, -0.7438], [-2.6968, -0.8993, -1.5440], [-4.9103, -0.5076, -2.5285], [-5.6502, 1.8017, -3.0652], [-4.1380, 3.7125, -2.6007], [-1.8884, 3.3084, -1.6579], [1.5358, -3.0738, -3.5318], [0.0083, -1.6484, -2.8600], [-1.8104, -2.7693, -3.5792], [0.1169, -0.1081, -4.4615]]}



[5]
{"formula": "C5H6FNS", "method": "ωB97M-V/def2-TZVPD", "e_lumo_ev": 0.652, "de_lowest_kcal_mol": 105.5, "homo_ev": -9.0968, "charge": 0, "symbols": ["C", "C", "C", "C", "C", "H", "H", "H", "H", "H", "H", "N", "F", "S"], "xyz": [[1.6221, 0.1843, -0.7878], [0.3243, 0.7554, -0.6245], [-0.1720, 0.7008, 0.8674], [-1.3265, -1.3365, 0.4206], [-0.7341, -0.1257, -0.1219], [1.4997, -0.1527, -1.7966], [1.7666, -0.6458, -0.1665], [2.5757, 0.8978, -0.6926], [0.7835, 0.2656, 1.1916], [-1.5566, -2.4380, 0.1584], [-1.4886, 0.5380, -0.3452], [-1.9864, -0.9565, 1.4595], [0.1623, 1.6402, -1.6057], [-1.4700, 0.6731, 2.0433]]}



[6]
{"formula": "C5H11N2O3", "method": "ωB97M-V/def2-TZVPD", "e_lumo_ev": -2.889, "de_lowest_kcal_mol": 22.2, "homo_ev": -14.7235, "smiles": "COC(=O)[C@](C)([NH3+])C(N)=O", "charge": 1, "symbols": ["C", "C", "C", "C", "C", "N", "N", "O", "O", "O", "H", "H", "H", "H", "H", "H", "H", "H", "H", "H", "H"], "xyz": [[1.4282, 0.6857, 0.4676], [-0.9933, -0.5973, 0.3535], [0.6418, -0.1424, -1.7834], [-2.9381, 0.5904, 0.8540], [0.6263, -0.3850, -0.2639], [1.2418, 1.9826, 0.2100], [1.3440, -1.6880, 0.1236], [2.2953, 0.2165, 1.1486], [-1.2202, -1.5714, 1.0257], [-1.7167, 0.4002, 0.0891], [0.6120, -1.1815, -2.3010], [1.7304, 0.1749, -1.9879], [-0.2117, 0.3554, -2.2949], [-3.3552, 1.6733, 0.7417], [-2.5721, 0.4047, 1.8456], [-3.7111, -0.1911, 0.7104], [0.5442, 2.5088, -0.3368], [1.7247, 2.5833, 0.8246], [1.8088, -2.1737, -0.7148], [0.6660, -2.4208, 0.5140], [2.0548, -1.2247, 0.7743]]}